(1)
Here is 2 unconnected molecules or ions with the total composition C7H15NO in a non-equilibrium geometry from the Open Molecules 2025 dataset. Energies are from ωB97M-V/def2-TZVPD.

Its gap between HOMO and LUMO is 10.10 eV. The value obtained for the HOMO energy is -0.3395 Ha. The calculation puts the total energy at -405.6240 a.u. Its charge is 0. For the energy above the lowest of the compared OMol25 structures with the same formula, charge and spin, the calculation gives 71.1 kcal/mol. As for the structure (SMILES): CC[C@@H](C)O.CCC#N.

Last column: Mulliken charge in e.
Cartesian coordinates (Å):
C  1.617  0.747  -0.552  -0.176
C  -2.171  -0.097  -0.711  -0.268
C  1.677  2.139  -0.022  -1.113
C  -2.860  -1.108  0.210  -1.163
O  2.822  0.163  -0.866  -0.522
H  3.448  0.326  -0.152  0.375
H  0.970  0.627  -1.418  0.368
H  -1.486  -0.603  -1.391  0.240
H  -2.915  0.421  -1.323  0.361
H  1.841  2.856  -0.829  0.316
H  0.682  2.402  0.396  0.309
H  2.440  2.244  0.751  0.370
H  -2.151  -1.585  0.881  0.305
H  -3.335  -1.890  -0.385  0.328
H  -3.625  -0.612  0.810  0.368
C  0.799  -0.332  0.713  -0.754
C  0.826  -1.770  0.214  -1.094
C  -1.430  0.910  0.056  0.475
N  -1.310  1.987  0.487  -0.638
H  0.019  -0.198  1.462  0.543
H  1.620  -0.181  1.420  0.474
H  0.773  -2.470  1.048  0.313
H  0.009  -1.973  -0.474  0.173
H  1.740  -2.001  -0.327  0.410

***

(2)
Here is 2 unconnected molecules or ions with the total composition C7H15NO2 in a non-equilibrium geometry from the Open Molecules 2025 dataset. Energies are from ωB97M-V/def2-TZVPD.

Its gap between HOMO and LUMO is 9.72 eV. The value obtained for the HOMO energy is -0.3298 Ha. The calculation puts the total energy at -480.9187 a.u. Its charge is 0. For the energy above the lowest of the compared OMol25 structures with the same formula, charge and spin, the calculation gives 41.9 kcal/mol. As for the structure (SMILES): C[C@H](O)C(N)=O.C=C(C)C.

Last column: Mulliken charge in e.
Cartesian coordinates (Å):
C  -1.220  -0.044  -1.205  0.093
C  -2.187  0.796  -2.052  -1.368
C  -0.917  0.651  0.135  0.564
N  -0.280  1.868  0.032  -0.282
O  -1.779  -1.302  -0.921  -0.561
O  -1.612  0.363  1.111  -0.664
H  -2.112  -1.230  -0.008  0.392
H  -0.286  -0.199  -1.761  0.277
H  -0.350  2.474  0.836  0.264
H  -0.131  2.285  -0.873  0.214
H  -2.460  0.223  -2.939  0.357
H  -3.090  1.016  -1.483  0.314
H  -1.728  1.728  -2.382  0.359
C  1.249  -0.225  2.273  -1.425
C  2.322  -0.250  -0.049  -1.280
C  1.171  -0.720  0.856  1.199
C  0.777  -1.956  0.544  -1.036
H  0.404  -0.597  2.845  0.360
H  1.236  0.863  2.280  0.292
H  2.179  -0.547  2.758  0.420
H  3.272  -0.214  0.493  0.386
H  2.443  -0.836  -0.954  0.340
H  2.038  0.770  -0.350  0.233
H  0.307  -2.591  1.282  0.302
H  0.752  -2.328  -0.467  0.251